A molecular structure, C18H18BaIO in a non-equilibrium geometry, computed with ωB97M-V/def2-TZVPD.

highest occupied orbital energy (spin up / spin down): -3.549 / -3.549 eV
relative energy (zero: lowest compared OMol25 entry of this formula, charge and spin): 238.3 kcal/mol
net charge: -1
Kohn-Sham gap (spin up / spin down): 3.232 / 3.235 eV

Geometry (Å):
Ba: 0.12 0.01 1.72
I: -0.81 0.03 6.14
O: -0.85 0.07 -0.13
C: 0.06 -0.95 -1.97
C: -1.06 1.56 3.22
C: 0.94 -0.32 -5.51
C: 0.75 -0.96 -4.31
C: 0.16 -2.43 1.35
C: -1.14 2.17 1.91
C: 1.12 2.04 2.52
C: 0.16 1.75 -4.54
C: 1.28 -2.05 2.18
C: 0.33 1.52 3.59
C: -1.10 -0.78 -1.06
C: -1.06 -2.16 2.09
C: -0.67 -1.61 3.37
C: 0.76 -1.54 3.42
C: -0.04 1.12 -3.33
C: 0.25 -0.27 -3.16
C: 0.21 2.45 1.47
C: 0.64 1.04 -5.65
H: 1.34 -1.16 4.22
H: 1.31 -0.88 -6.36
H: 2.30 -2.10 1.90
H: 0.98 -2.02 -4.21
H: 0.48 2.77 0.50
H: 0.80 -1.69 -1.65
H: -1.94 -0.32 -1.58
H: -0.07 2.80 -4.64
H: -2.04 -2.25 1.73
H: -1.88 1.22 3.78
H: -1.44 -1.74 -0.68
H: -2.01 2.26 1.31
H: -1.35 -1.28 4.12
H: 2.17 2.09 2.48
H: 0.22 -2.75 0.35
H: -0.41 1.69 -2.49
H: 0.71 1.12 4.50
H: 0.79 1.54 -6.59